No. 1
The following is a quantum chemistry calculation of a cluster of 3 separate species, C2H8O3 in total, from the OMol25 dataset.

Computed properties:
- SMILES string: C=CO.O.O
- HOMO energy: -8.9 eV
- Energy relative to the best compared isomer or geometry (same formula, charge and spin): 69.8 kJ/mol
- Frontier orbital gap: 9.385 eV
- E_tot: -306.6833 Eh

Bonds (Å) are listed after each position.
Element x y z (Å)
1 C 0.03 -1.81 -1.02  C2 1.318, H4 1.077, H5 1.083
2 C 0.74 -0.76 -0.66  C1 1.318, O3 1.365, H6 1.088
3 O 0.19 0.46 -0.38  C2 1.365, H7 0.970
4 H 0.50 -2.70 -1.40  C1 1.077
5 H -1.04 -1.81 -0.86  C1 1.083
6 H 1.83 -0.75 -0.60  C2 1.088
7 H 0.70 0.86 0.34  O3 0.970
8 O 1.52 0.98 2.00  H9 0.957, H10 0.964
9 H 1.34 1.52 2.77  O8 0.957
10 H 2.27 0.39 2.16  O8 0.964
11 O -2.60 1.42 -0.51  H12 0.933, H13 0.972
12 H -3.47 1.36 -0.84  O11 0.933
13 H -2.03 0.82 -1.02  O11 0.972

Atom charges from the Mulliken analysis, given in e for atoms 1 to 4: -0.745 0.078 -0.441 0.244

No. 2
The following is a quantum chemistry calculation of a cluster of 6 separate species, C35H32Cl25IN5O3 in total, from the OMol25 dataset.

Computed properties:
- Net charge: +1
- HOMO energy: -11.9 eV
- Frontier orbital gap: 7.865 eV
- E_tot: -13654.5135 Eh

Bonds (Å) are listed after each position.
Element x y z (Å)
1 C 3.65 1.25 1.19  C2 1.546, H40 1.088, H41 1.085, H42 1.086
2 C 2.91 0.13 0.43  C1 1.546, C3 1.542, H43 1.087, H44 1.086
3 C 1.71 -0.44 1.22  C2 1.542, Cl4 1.781, C5 1.501, H45 1.087
4 Cl 2.10 -1.95 2.08  C3 1.781
5 C 0.40 -0.57 0.50  C3 1.501, N6 1.281, C32 1.530
6 N 0.10 -1.35 -0.47  C5 1.281, I7 2.089, C8 1.526
7 I 1.58 -2.52 -1.37  N6 2.089, Cl81 2.966
8 C -1.35 -1.34 -0.92  N6 1.526, C9 1.527, N18 1.470, C21 1.583
9 C -2.09 -2.53 -0.32  C8 1.527, C10 1.532, H46 1.089, H47 1.083
10 C -1.33 -3.85 -0.20  C9 1.532, O11 1.209, C12 1.496
11 O -1.07 -4.55 -1.16  C10 1.209
12 C -0.89 -4.29 1.16  C10 1.496, C13 1.394, C17 1.389
13 C -1.75 -4.19 2.25  C12 1.394, C14 1.384, H48 1.083
14 C -1.37 -4.57 3.52  C13 1.384, C15 1.394, H49 1.080
15 C -0.09 -5.09 3.73  C14 1.394, C16 1.387, H50 1.079
16 C 0.77 -5.19 2.64  C15 1.387, C17 1.384, H51 1.083
17 C 0.38 -4.80 1.38  C12 1.389, C16 1.384, H52 1.081
18 N -1.14 -1.39 -2.38  C8 1.470, C19 1.227
19 C -1.71 -2.26 -3.02  N18 1.227, O20 1.135
20 O -2.24 -3.06 -3.63  C19 1.135
21 C -1.88 0.04 -0.36  C8 1.583, C22 1.548, C28 1.576, C32 1.575
22 C -3.36 0.01 0.09  C21 1.548, C23 1.389, C27 1.387
23 C -4.30 -0.63 -0.71  C22 1.389, C24 1.380, H53 1.076
24 C -5.60 -0.68 -0.25  C23 1.380, C25 1.384, H54 1.078
25 C -5.87 -0.08 0.97  C24 1.384, N26 1.324, H55 1.087
26 N -5.02 0.59 1.73  C25 1.324, C27 1.353
27 C -3.75 0.63 1.27  C22 1.387, N26 1.353, H56 1.076
28 C -1.79 1.22 -1.40  C21 1.576, C29 1.532, C30 1.551, H57 1.091
29 C -2.21 2.59 -0.85  C28 1.532, H58 1.089, H59 1.085, H60 1.079
30 C -2.59 1.00 -2.72  C28 1.551, C31 1.544, H61 1.082, H62 1.087
31 C -1.72 1.45 -3.92  C30 1.544, H63 1.092, H64 1.087, H65 1.084
32 C -0.87 0.21 0.84  C5 1.530, C21 1.575, N33 1.504, N36 1.467
33 N -1.28 -0.68 1.98  C32 1.504, C34 1.230
34 C -1.20 -0.19 3.11  N33 1.230, O35 1.143
35 O -1.14 0.12 4.20  C34 1.143
36 N -0.71 1.52 1.48  C32 1.467, C37 1.276
37 C 0.22 2.34 1.20  N36 1.276, C38 1.498, C39 1.516
38 C 0.93 2.58 -0.10  C37 1.498, H66 1.086, H67 1.086, H68 1.085
39 C 0.63 3.28 2.32  C37 1.516, H69 1.086, H70 1.086, H71 1.085
40 H 3.09 1.60 2.06  C1 1.088
41 H 3.87 2.07 0.51  C1 1.085
42 H 4.59 0.87 1.57  C1 1.086
43 H 3.63 -0.68 0.37  C2 1.087
44 H 2.68 0.39 -0.59  C2 1.086
45 H 1.50 0.25 2.04  C3 1.087
46 H -3.00 -2.76 -0.88  C9 1.089
47 H -2.46 -2.29 0.67  C9 1.083
48 H -2.75 -3.78 2.11  C13 1.083
49 H -2.04 -4.47 4.36  C14 1.080
50 H 0.22 -5.41 4.71  C15 1.079
51 H 1.76 -5.59 2.81  C16 1.083
52 H 1.09 -4.90 0.56  C17 1.081
53 H -4.02 -1.11 -1.63  C23 1.076
54 H -6.38 -1.19 -0.80  C24 1.078
55 H -6.89 -0.17 1.35  C25 1.087
56 H -3.07 1.17 1.90  C27 1.076
57 H -0.75 1.22 -1.74  C28 1.091
58 H -1.49 3.33 -1.18  C29 1.089
59 H -3.16 2.93 -1.25  C29 1.085
60 H -2.28 2.67 0.22  C29 1.079
61 H -2.88 -0.02 -2.89  C30 1.082
62 H -3.49 1.60 -2.77  C30 1.087
63 H -1.15 2.31 -3.57  C31 1.092
64 H -1.00 0.69 -4.22  C31 1.087
65 H -2.35 1.81 -4.73  C31 1.084
66 H 1.90 3.02 0.10  C38 1.086
67 H 1.13 1.68 -0.68  C38 1.086
68 H 0.41 3.31 -0.72  C38 1.085
69 H 1.69 3.48 2.21  C39 1.086
70 H 0.05 4.20 2.31  C39 1.086
71 H 0.51 2.72 3.24  C39 1.085
72 C -2.94 4.97 -5.76  Cl73 1.764, Cl74 1.768, Cl75 1.762, Cl76 1.774
73 Cl -4.23 4.25 -6.72  C72 1.764
74 Cl -1.41 4.15 -6.11  C72 1.768
75 Cl -2.80 6.68 -6.13  C72 1.762
76 Cl -3.32 4.77 -4.03  C72 1.774
77 C 5.09 -3.93 -4.09  Cl78 1.760, Cl79 1.759, Cl80 1.756, Cl81 1.790
78 Cl 6.77 -3.74 -3.59  C77 1.760
79 Cl 4.86 -3.25 -5.70  C77 1.759
80 Cl 4.64 -5.62 -4.07  C77 1.756
81 Cl 4.06 -3.06 -2.92  I7 2.966, C77 1.790
82 C -4.17 5.19 1.82  Cl83 1.773, Cl84 1.768, Cl85 1.767, Cl86 1.760
83 Cl -2.49 5.49 2.32  C82 1.773
84 Cl -4.43 5.92 0.22  C82 1.768
85 Cl -4.45 3.45 1.72  C82 1.767
86 Cl -5.27 5.91 2.99  C82 1.760
87 C 4.69 -7.51 -0.21  Cl88 1.772, Cl89 1.765, Cl90 1.768, Cl91 1.763
88 Cl 3.14 -6.86 0.35  C87 1.772
89 Cl 4.40 -8.74 -1.44  C87 1.765
90 Cl 5.65 -6.20 -0.91  C87 1.768
91 Cl 5.56 -8.22 1.15  C87 1.763
92 C 4.21 2.68 5.63  Cl93 1.772, Cl94 1.765, Cl95 1.760, Cl96 1.769
93 Cl 2.49 2.62 5.19  C92 1.772
94 Cl 4.95 4.10 4.89  C92 1.765
95 Cl 4.36 2.78 7.38  C92 1.760
96 Cl 5.01 1.22 5.05  C92 1.769
97 C 5.94 4.26 -1.60  Cl98 1.766, Cl99 1.777, Cl100 1.762, Cl101 1.761
98 Cl 6.80 3.67 -0.18  C97 1.766
99 Cl 4.34 3.49 -1.68  C97 1.777
100 Cl 5.72 6.01 -1.48  C97 1.762
101 Cl 6.85 3.87 -3.05  C97 1.761

Atom charges from the Mulliken analysis, given in e for atoms 1 to 4: -0.735 -0.562 -0.181 -0.053

No. 3
The following is a quantum chemistry calculation of an isolated molecule of C2H2ClFO2, from the OMol25 dataset.

Computed properties:
- SMILES string: O=C(O)[C@@H](F)Cl
- HOMO energy: -11.0 eV
- Energy relative to the best compared isomer or geometry (same formula, charge and spin): 71.4 kJ/mol
- Frontier orbital gap: 11.165 eV
- E_tot: -787.9281 Eh

Bonds (Å) are listed after each position.
Element x y z (Å)
1 O -1.04 0.71 1.23  C2 1.221
2 C -0.59 0.03 0.32  O1 1.221, O3 1.331, C4 1.538
3 O -1.14 -0.91 -0.43  C2 1.331, H7 1.057
4 C 0.76 0.41 -0.32  C2 1.538, F5 1.381, Cl6 1.915, H8 1.103
5 F 1.22 1.70 -0.18  C4 1.381
6 Cl 2.12 -0.65 0.51  C4 1.915
7 H -1.95 -1.26 0.17  O3 1.057
8 H 0.62 -0.04 -1.32  C4 1.103

Atom charges from the Mulliken analysis, given in e for atoms 1 to 4: -0.493 0.484 -0.438 0.190

No. 4
The following is a quantum chemistry calculation of an isolated molecule of C21H22F2N2O3, from the OMol25 dataset.

Computed properties:
- SMILES string: CC(=O)c1cc(F)c(N2CCN(C(=O)COc3ccccc3F)CC2)cc1C
- HOMO energy: -8.2 eV
- Energy relative to the best compared isomer or geometry (same formula, charge and spin): 15.5 kJ/mol
- Frontier orbital gap: 8.631 eV
- E_tot: -1348.3873 Eh

Bonds (Å) are listed after each position.
Element x y z (Å)
1 C 2.30 1.56 5.10  C2 1.514, H29 1.087, H30 1.087, H31 1.088
2 C 2.28 0.06 4.90  C1 1.514, O3 1.213, C4 1.478
3 O 2.97 -0.66 5.59  C2 1.213
4 C 1.38 -0.46 3.84  C2 1.478, C5 1.394, C27 1.410
5 C 0.44 0.37 3.24  C4 1.394, C6 1.374, H32 1.077
6 C -0.39 -0.08 2.25  C5 1.374, F7 1.365, C8 1.400
7 F -1.26 0.84 1.73  C6 1.365
8 C -0.35 -1.39 1.76  C6 1.400, N9 1.384, C26 1.402
9 N -1.16 -1.94 0.79  C8 1.384, C10 1.448, C25 1.448
10 C -0.54 -2.70 -0.28  N9 1.448, C11 1.542, H33 1.087, H34 1.093
11 C 0.11 -1.73 -1.28  C10 1.542, N12 1.453, H35 1.096, H36 1.092
12 N -0.58 -0.45 -1.24  C11 1.453, C13 1.348, C24 1.444
13 C 0.16 0.68 -1.15  N12 1.348, O14 1.218, C15 1.533
14 O 1.37 0.66 -1.08  C13 1.218
15 C -0.60 2.01 -1.17  C13 1.533, O16 1.411, H37 1.093, H38 1.096
16 O -1.56 2.11 -2.20  C15 1.411, C17 1.361
17 C -1.14 2.12 -3.50  O16 1.361, C18 1.390, C22 1.399
18 C 0.18 2.07 -3.93  C17 1.390, C19 1.386, H39 1.078
19 C 0.48 2.10 -5.28  C18 1.386, C20 1.382, H40 1.079
20 C -0.53 2.17 -6.23  C19 1.382, C21 1.386, H41 1.078
21 C -1.85 2.22 -5.82  C20 1.386, C22 1.377, H42 1.078
22 C -2.14 2.19 -4.47  C17 1.399, C21 1.377, F23 1.352
23 F -3.43 2.22 -4.07  C22 1.352
24 C -2.01 -0.56 -1.09  N12 1.444, C25 1.554, H43 1.096, H44 1.086
25 C -2.33 -1.25 0.26  N9 1.448, C24 1.554, H45 1.086, H46 1.097
26 C 0.60 -2.21 2.39  C8 1.402, C27 1.382, H47 1.079
27 C 1.44 -1.80 3.40  C4 1.410, C26 1.382, C28 1.493
28 C 2.39 -2.79 4.00  C27 1.493, H48 1.087, H49 1.088, H50 1.088
29 H 2.49 2.07 4.16  C1 1.087
30 H 3.09 1.80 5.80  C1 1.087
31 H 1.35 1.90 5.51  C1 1.088
32 H 0.33 1.41 3.53  C5 1.077
33 H 0.21 -3.39 0.11  C10 1.087
34 H -1.33 -3.29 -0.76  C10 1.093
35 H 0.06 -2.14 -2.30  C11 1.096
36 H 1.15 -1.54 -1.03  C11 1.092
37 H -1.15 2.15 -0.24  C15 1.093
38 H 0.15 2.81 -1.25  C15 1.096
39 H 0.99 2.00 -3.21  C18 1.078
40 H 1.51 2.05 -5.59  C19 1.079
41 H -0.29 2.19 -7.28  C20 1.078
42 H -2.66 2.27 -6.53  C21 1.078
43 H -2.39 -1.17 -1.92  C24 1.096
44 H -2.48 0.42 -1.14  C24 1.086
45 H -2.71 -0.54 0.99  C25 1.086
46 H -3.10 -2.01 0.11  C25 1.097
47 H 0.65 -3.25 2.09  C26 1.079
48 H 2.34 -3.74 3.47  C28 1.087
49 H 2.16 -2.94 5.05  C28 1.088
50 H 3.41 -2.41 3.95  C28 1.088

Atom charges from the Mulliken analysis, given in e for atoms 1 to 4: -1.523 1.126 -0.604 0.762

No. 5
The following is a quantum chemistry calculation of an isolated molecule of C22H30N2O2, from the OMol25 dataset.

Computed properties:
- SMILES string: Cc1c(CN[C@H]2CC[C@H](C)CC2)c(C(=O)O)c(C)n1Cc1ccccc1
- HOMO energy: -7.9 eV
- Energy relative to the best compared isomer or geometry (same formula, charge and spin): 27.3 kJ/mol
- Frontier orbital gap: 8.596 eV
- E_tot: -1116.3581 Eh

Bonds (Å) are listed after each position.
Element x y z (Å)
1 C -0.34 1.88 -1.52  C2 1.487, H27 1.090, H28 1.086, H29 1.091
2 C 0.62 1.21 -0.61  C1 1.487, C3 1.368, N19 1.374
3 C 0.39 0.65 0.62  C2 1.368, C4 1.496, C13 1.433
4 C -0.93 0.62 1.32  C3 1.496, N5 1.464, H30 1.095, H31 1.095
5 N -1.91 -0.05 0.46  C4 1.464, C6 1.457, H32 1.017
6 C -3.25 -0.22 1.01  N5 1.457, C7 1.529, C12 1.536, H33 1.100
7 C -3.93 1.12 1.27  C6 1.529, C8 1.526, H34 1.091, H35 1.092
8 C -5.39 0.90 1.66  C7 1.526, C9 1.530, H36 1.093, H37 1.093
9 C -5.50 0.04 2.92  C8 1.530, C10 1.526, C11 1.529, H38 1.096
10 C -6.96 -0.18 3.31  C9 1.526, H39 1.088, H40 1.088, H41 1.088
11 C -4.79 -1.29 2.69  C9 1.529, C12 1.525, H42 1.093, H43 1.093
12 C -3.33 -1.08 2.29  C6 1.536, C11 1.525, H44 1.093, H45 1.091
13 C 1.64 0.12 1.08  C3 1.433, C14 1.449, C17 1.392
14 C 1.83 -0.57 2.34  C13 1.449, O15 1.212, O16 1.357
15 O 0.96 -0.87 3.13  C14 1.212
16 O 3.13 -0.87 2.62  C14 1.357, H46 0.970
17 C 2.58 0.39 0.10  C13 1.392, C18 1.486, N19 1.356
18 C 4.03 0.07 0.00  C17 1.486, H47 1.090, H48 1.091, H49 1.083
19 N 1.95 1.06 -0.90  C2 1.374, C17 1.356, C20 1.438
20 C 2.59 1.47 -2.13  N19 1.438, C21 1.513, H50 1.094, H51 1.095
21 C 2.81 0.33 -3.09  C20 1.513, C22 1.388, C26 1.389
22 C 1.96 -0.77 -3.11  C21 1.388, C23 1.384, H52 1.080
23 C 2.17 -1.80 -4.01  C22 1.384, C24 1.384, H53 1.080
24 C 3.22 -1.74 -4.91  C23 1.384, C25 1.385, H54 1.080
25 C 4.06 -0.64 -4.90  C24 1.385, C26 1.383, H55 1.080
26 C 3.86 0.39 -4.00  C21 1.389, C25 1.383, H56 1.081
27 H -0.28 1.48 -2.53  C1 1.090
28 H -1.34 1.69 -1.14  C1 1.086
29 H -0.17 2.96 -1.56  C1 1.091
30 H -1.28 1.64 1.48  C4 1.095
31 H -0.81 0.13 2.29  C4 1.095
32 H -1.54 -0.97 0.22  N5 1.017
33 H -3.82 -0.74 0.23  C6 1.100
34 H -3.42 1.65 2.07  C7 1.091
35 H -3.87 1.73 0.36  C7 1.092
36 H -5.87 1.87 1.83  C8 1.093
37 H -5.92 0.41 0.84  C8 1.093
38 H -5.00 0.57 3.74  C9 1.096
39 H -7.49 -0.70 2.51  C10 1.088
40 H -7.03 -0.77 4.21  C10 1.088
41 H -7.46 0.78 3.48  C10 1.088
42 H -4.84 -1.89 3.60  C11 1.093
43 H -5.30 -1.84 1.90  C11 1.093
44 H -2.84 -2.04 2.12  C12 1.093
45 H -2.80 -0.57 3.10  C12 1.091
46 H 3.15 -1.32 3.48  O16 0.970
47 H 4.24 -0.44 -0.94  C18 1.090
48 H 4.63 0.98 0.04  C18 1.091
49 H 4.32 -0.57 0.83  C18 1.083
50 H 1.95 2.23 -2.60  C20 1.094
51 H 3.55 1.95 -1.89  C20 1.095
52 H 1.14 -0.82 -2.40  C22 1.080
53 H 1.51 -2.65 -4.01  C23 1.080
54 H 3.38 -2.54 -5.61  C24 1.080
55 H 4.89 -0.59 -5.60  C25 1.080
56 H 4.53 1.24 -3.99  C26 1.081

Atom charges from the Mulliken analysis, given in e for atoms 1 to 4: -1.699 -0.113 1.101 -0.795

No. 6
The following is a quantum chemistry calculation of a cluster of 2 separate species, C2H4Cl3NO in total, from the OMol25 dataset.

Computed properties:
- HOMO energy (spin up / spin down): -9.2 / -9.2 eV
- Energy relative to the best compared isomer or geometry (same formula, charge and spin): 290.5 kJ/mol
- Frontier orbital gap (spin up / spin down): 8.777 / 8.771 eV
- E_tot: -1589.0503 Eh

Bonds (Å) are listed after each position.
Element x y z (Å)
1 C 0.58 -0.05 1.09  N3 1.472, O4 1.485, H8 1.109, H9 1.079
2 C -1.33 -0.17 -1.06  Cl5 1.700, Cl6 1.728, Cl7 1.715
3 N -0.33 0.97 0.55  C1 1.472, H10 1.029
4 O 1.96 0.13 0.56  C1 1.485, H11 0.976
5 Cl -1.88 -1.62 -0.36  C2 1.700
6 Cl 0.03 -0.44 -2.08  C2 1.728
7 Cl -2.55 0.89 -1.63  C2 1.715
8 H 0.20 -1.07 0.89  C1 1.109
9 H 0.76 0.24 2.11  C1 1.079
10 H 0.12 1.65 -0.08  N3 1.029
11 H 2.44 -0.53 0.01  O4 0.976

Atom charges from the Mulliken analysis, given in e for atoms 1 to 4: -0.050 0.291 -0.475 -0.546